No. 1
6
Properties=species:S:1:pos:R:3:forces:R:3 method="wB97M-V/def2-TZVPD" fmax_ha_per_bohr=0.05569 smiles=ClP(Cl)#P(Cl)Br homo_ev=-8.798 orbital_gap_ev=8.288 de_lowest_kj_mol=35.7
P 0.8189 0.6096 -0.8010 -2.695 -0.964 0.084
P -0.7392 -0.6184 0.7706 0.955 2.514 -0.525
Cl 2.3709 -0.3593 -0.1174 2.042 -1.045 0.580
Cl 0.8627 2.2846 0.3025 -0.043 0.750 0.494
Cl -0.8746 -2.4320 -0.0014 -0.037 -1.069 -0.719
Br -2.4388 0.5155 -0.1533 -0.221 -0.187 0.087

---

No. 2
31
Properties=species:S:1:pos:R:3:forces:R:3 method="wB97M-V/def2-TZVPD" fmax_ha_per_bohr=0.12673 homo_ev="-7.323 / -7.833" orbital_gap_ev="7.687 / 8.419"
C -2.1065 -0.2815 1.6627 -0.104 0.822 -1.048
C -0.8645 -2.4212 0.1322 -0.401 0.090 2.440
C 1.2948 -1.3996 0.9292 -4.770 -2.404 3.734
C 0.9754 -1.9068 -1.4163 -1.119 -0.020 -1.192
C 0.2953 1.8516 1.2100 -0.743 -1.743 0.106
C 1.2449 1.5811 -1.0832 2.656 0.202 -0.264
C -0.9987 2.4789 -0.6979 0.837 -1.938 -1.675
C -0.4791 -0.0647 -0.4154 -0.298 0.259 2.042
C 0.1836 -1.4100 -0.1144 1.957 0.888 -1.807
C 0.0153 1.3609 -0.2402 -0.326 1.995 -0.158
O -3.2511 -0.0687 1.4520 0.914 -0.269 0.518
Cl -1.7031 -0.1601 -1.5705 -0.868 -0.380 -1.016
H -1.5929 -0.5582 2.6238 -0.441 0.002 -0.010
H -1.6771 -2.0087 0.8138 1.001 -0.952 -0.971
H -1.2725 -2.6891 -0.8041 -0.746 -0.872 -0.597
H -0.2922 -3.1838 0.6648 -0.809 -0.786 -0.310
H 1.4794 -2.4626 1.2211 0.698 0.667 -0.980
H 2.0663 -0.8599 0.5872 3.135 1.797 -0.573
H 0.8741 -1.1178 1.9594 0.759 0.677 -1.341
H 0.1489 -2.2415 -2.1495 1.573 0.825 0.617
H 1.6349 -2.8187 -1.2993 -0.685 1.109 0.388
H 1.5787 -1.0374 -1.8136 -0.616 -1.194 0.150
H 1.3207 1.8900 1.5089 0.745 -0.824 0.322
H -0.0026 2.8473 1.3233 -0.495 1.689 -0.199
H -0.3885 1.3394 1.9044 0.790 -0.174 0.028
H 1.1159 1.4388 -2.1438 -0.443 -0.637 -0.421
H 1.8062 2.5588 -1.1092 -1.178 -0.321 0.820
H 2.0410 0.9081 -0.7238 -0.165 -0.064 -0.380
H -1.2252 2.6167 -1.7625 -0.507 -1.112 0.128
H -0.4052 3.3046 -0.5973 1.268 2.535 0.920
H -1.8161 2.5140 -0.0518 -1.619 0.133 0.730